# 1
Entry from the Open Molecules 2025 dataset: a 3-piece molecular cluster, C27H25Cl3NO10P overall in a non-equilibrium geometry (the ωB97M-V functional and the def2-TZVPD basis).

Values from the calculation:
- calculated total energy (eV) = -97222.667
- structure (SMILES) = C/C(Cl)=C(/Cl)C1=C(CCC(=O)O)C(=O)C(P(O)Cl)=C(C[C@@H](O)CN)C1=O.O=C1C=CC(=O)C=C1.O=C1C=CC(=O)C=C1
- Kohn-Sham gap (eV) = 7.07
- LUMO level (eV) = -1.74

The geometry in ORCA input format:
```
! wB97M-V def2-TZVPD RIJCOSX def2/J DEFGRID3
* xyz 0 1
C 0.7731 -0.5992 -0.6270
C 6.9087 -0.8988 -3.4540
H 8.5944 -2.5700 -5.9619
C 1.3560 0.2933 0.1720
O 6.6053 -1.0100 -2.2812
H 1.2411 -2.6300 0.9311
H 3.3816 -0.1035 -0.5482
C 0.4390 1.1148 1.0800
O -1.3398 3.1879 2.8207
H 3.2496 0.2238 1.2018
H 5.9371 1.0466 -3.7045
O -5.9408 -0.1808 2.5700
C -1.0698 0.8608 1.1532
C 1.5670 -1.5055 -1.5401
C -6.8025 -0.7158 6.5255
H -6.2108 1.0633 -0.3989
H 6.5588 1.2904 -6.0996
C 2.1772 -2.5720 -1.0515
C 6.8416 0.4245 -5.5147
O 4.2682 2.4453 -2.1725
C -5.7336 -1.5422 4.4778
H -3.3001 -0.9964 -0.5965
C 7.6901 -1.9454 -4.1519
H -5.4560 -0.4931 -0.9972
C -7.2651 0.4873 5.7928
C -3.1466 -0.3245 0.2761
C 2.8670 0.5154 0.2093
H -1.5762 3.9031 2.2122
H -4.4733 1.1821 1.0629
H 2.4058 2.6033 -0.4946
C 2.1436 -2.9903 0.4100
O -1.1938 -1.4520 -1.5146
H -7.8389 1.2075 6.3620
C -4.0905 0.8980 0.0623
H -7.3112 1.5332 3.9525
C 7.6240 -0.6211 -6.2168
O 5.7197 1.9509 -0.5740
O 0.9609 1.9448 1.7622
C 3.2472 2.0106 -0.1051
C -6.1964 -0.3399 3.7466
C 8.0231 -1.8169 -5.4342
C -6.9829 0.6613 4.5040
O -7.0573 -0.8744 7.7001
O 7.9258 -0.5044 -7.3854
H 7.9715 -2.8100 -3.5641
C 6.5102 0.2921 -4.2329
C 4.4489 2.1395 -1.0350
C -0.7505 -0.7532 -0.6626
P -2.0981 1.7732 2.4293
C -1.6556 -0.0082 0.3244
O -3.3850 2.0403 -0.4326
H 6.1807 1.4130 -1.2416
H 3.5176 2.4750 0.8671
Cl -1.9368 0.5408 4.1277
H -3.4520 -0.9320 1.1511
H -5.6866 -2.5891 6.3176
N -5.1946 1.2149 -2.2017
Cl 3.1011 -3.6531 -2.1175
Cl 1.6512 -1.1694 -3.2659
H -3.7634 2.8431 -0.0515
H -5.3160 2.2172 -2.1672
H 3.0457 -2.6667 0.9680
H 2.1310 -4.0945 0.4976
H -4.3332 0.9463 -2.6619
H -5.1596 -2.2621 3.9082
C -5.3316 0.5977 -0.8838
C -6.0153 -1.7171 5.7666
*
```


# 2
Entry from the Open Molecules 2025 dataset: a 8-piece molecular cluster, H14NO10 overall in a non-equilibrium geometry (the ωB97M-V functional and the def2-TZVPD basis).

Values from the calculation:
- calculated total energy (eV) = -22191.405
- energy relative to the best compared isomer or geometry (same formula, charge and spin) (kcal per mole) = 24.0
- Kohn-Sham gap (eV) = 9.81
- LUMO level (eV) = 2.81

The geometry in ORCA input format:
```
! wB97M-V def2-TZVPD RIJCOSX def2/J DEFGRID3
* xyz -1 1
O -0.7368 -0.4518 -3.7090
O -0.0166 -2.4660 1.9185
O 1.2898 1.2706 -0.4164
H -1.2801 -1.1647 -3.3271
O 1.2679 1.4924 2.4462
H -1.8895 1.7570 2.1573
H -1.6218 0.4102 0.3724
H -0.8095 -0.0486 -0.8401
H -0.7780 3.0406 -1.7902
H 0.7415 -2.4316 -0.8195
H 0.1781 -3.3448 0.1044
H 0.5577 -1.7125 1.5823
O -1.2939 1.3976 1.5021
O 0.9516 -0.5370 -1.5578
O 1.4966 -0.6731 0.5365
H -0.3738 1.5197 1.7896
H 0.0721 -0.4842 -3.2247
O -1.6762 -0.1883 -0.4416
O 0.4357 -3.3575 -0.8017
N 1.4531 -0.0045 -0.5401
H 1.3446 0.8645 1.7248
H -0.7916 -1.9116 2.0468
H 0.2942 2.6732 -0.7918
O -0.2111 3.4383 -1.1507
H 1.3960 0.9120 3.2296
*
```


# 3
Entry from the Open Molecules 2025 dataset: CH4IP as an isolated structure in a non-equilibrium geometry (the ωB97M-V functional and the def2-TZVPD basis).

Values from the calculation:
- calculated total energy (eV) = -18486.567
- energy relative to the best compared isomer or geometry (same formula, charge and spin) (kcal per mole) = 114.3
- Kohn-Sham gap (eV) = 7.95
- LUMO level (eV) = -0.05

The geometry in ORCA input format:
```
! wB97M-V def2-TZVPD RIJCOSX def2/J DEFGRID3
* xyz 0 1
P 0.0914 -0.5555 0.4493
H -0.4906 -0.0853 1.4678
H -0.6895 -1.4754 -0.1988
C 0.6319 1.0190 -0.2972
H 1.6617 -1.1624 0.7761
H 0.0994 1.1411 -1.3061
I -0.8854 2.4469 0.7289
*
```


# 4
Entry from the Open Molecules 2025 dataset: a 2-piece molecular cluster, C10H16 overall in a non-equilibrium geometry (the ωB97M-V functional and the def2-TZVPD basis).

Values from the calculation:
- calculated total energy (eV) = -10629.254
- structure (SMILES) = Cc1ccccc1.CCC
- energy relative to the best compared isomer or geometry (same formula, charge and spin) (kcal per mole) = 11.3
- Kohn-Sham gap (eV) = 10.06
- LUMO level (eV) = 1.03

The geometry in ORCA input format:
```
! wB97M-V def2-TZVPD RIJCOSX def2/J DEFGRID3
* xyz 0 1
C -1.3120 1.0749 -0.3318
C -3.1555 1.5714 1.1597
H -2.8241 1.3647 3.2262
C -0.0669 0.7988 3.2460
H 0.9050 -3.4668 -1.7944
H 0.2351 1.7919 3.5811
H -0.9673 0.7951 -1.3170
C -2.6388 1.4314 -0.1156
H -3.2736 1.6184 -0.9726
C 1.3581 -1.3252 -1.8103
H 1.7991 -2.8240 -3.2695
H 3.4240 -0.8157 -1.4264
C -2.3448 1.2813 2.2584
H 0.8056 0.2244 2.9405
C -0.4720 1.0030 0.7818
C 2.5965 -0.4578 -2.0349
C 1.6443 -2.7797 -2.1942
H 0.5096 0.5859 0.6049
H 2.9300 -0.5270 -3.0606
C -1.0090 0.9698 2.0670
H 0.5500 -0.9791 -2.4449
H 2.3912 0.5936 -1.8536
H -0.5543 0.2946 4.0775
H 0.9985 -1.1656 -0.7955
H -4.1435 2.0077 1.2489
H 2.6148 -3.0659 -1.7708
*
```


> LUMO level of number 4 (C10H16)?

1.03 eV